w:
DFT (the ωB97M-V functional and the def2-TZVPD basis) results for an isolated ion of composition C3H7IN3 and charge +1.

The value obtained for the molar mass is 212.014 u. As for the gap between HOMO and LUMO: 0.2762 Ha. Its SMILES is [H]/N=N/CC[N+](=C)I. The value obtained for the highest occupied orbital energy is -13.1 eV.

Structure (ORCA input):
```
! wB97M-V def2-TZVPD RIJCOSX def2/J DEFGRID3
* xyz 1 1
C -0.412 0.039 -1.141
C -1.102 0.287 0.219
C 1.538 -1.096 -0.432
N -0.403 0.745 2.360
N 0.409 -1.148 -1.050
N -0.114 0.318 1.251
I -0.468 -2.964 -1.575
H -1.165 -0.074 -1.921
H 0.229 0.890 -1.388
H -1.672 1.221 0.167
H -1.814 -0.517 0.431
H 2.098 -1.994 -0.222
H 1.945 -0.139 -0.141
H 0.388 0.708 3.015
*
```

x:
DFT (the ωB97M-V functional and the def2-TZVPD basis) results for a 2-piece molecular cluster, C3H7IN3 overall.

The value obtained for the molar mass is 212.014 u. As for the gap between HOMO and LUMO: 0.2832 Ha. The value obtained for the highest occupied orbital energy is -13.2 eV.

Structure (ORCA input):
```
! wB97M-V def2-TZVPD RIJCOSX def2/J DEFGRID3
* xyz 1 1
C -1.264 -2.109 1.673
C -0.912 -0.054 0.426
C 0.977 2.155 -0.191
N -0.939 -0.977 1.188
N -0.912 0.841 -0.397
N -0.312 1.900 -0.757
I 0.919 -2.435 -1.686
H -0.605 -2.328 2.500
H -2.014 -2.828 1.233
H 1.804 -3.315 -2.648
H 1.759 1.374 -0.406
H 1.271 3.103 -0.434
H 0.801 2.139 0.992
H -0.574 2.534 -1.493
*
```

So which one is most stable? That would be w, about 0.0463 hartree below the next structure.

w:
DFT (the ωB97M-V functional and the def2-TZVPD basis) results for a 3-piece molecular cluster, C3H15N2O2 overall.

The value obtained for the molar mass is 111.165 u. As for the gap between HOMO and LUMO: 0.3858 Ha. The value obtained for the highest occupied orbital energy is -13.5 eV.

Structure (ORCA input):
```
! wB97M-V def2-TZVPD RIJCOSX def2/J DEFGRID3
* xyz 1 1
C -1.497 1.353 -0.519
C -1.314 0.012 -1.262
C -0.005 -0.226 -2.007
N 1.168 0.184 -1.210
N -0.436 2.326 -0.936
H -1.342 1.181 0.546
H -2.492 1.779 -0.589
H -2.094 -0.028 -2.023
H -1.523 -0.776 -0.543
H 0.087 -1.276 -2.281
H -0.007 0.364 -2.926
H 2.056 0.001 -1.680
H 1.284 -0.362 -0.359
H -0.386 2.431 -1.949
H -0.459 3.234 -0.472
H 0.471 1.878 -0.700
H 0.265 -3.658 3.138
H 1.733 -3.688 2.862
O 1.030 -3.064 3.085
H 1.688 -0.057 3.550
H 0.895 -1.292 3.174
O 0.878 -0.316 3.100
*
```

x:
DFT (the ωB97M-V functional and the def2-TZVPD basis) results for a 3-piece molecular cluster, C3H15N2O2 overall.

The value obtained for the molar mass is 111.165 u. As for the gap between HOMO and LUMO: 0.3751 Ha. The value obtained for the highest occupied orbital energy is -13.3 eV.

Structure (ORCA input):
```
! wB97M-V def2-TZVPD RIJCOSX def2/J DEFGRID3
* xyz 1 1
N 0.286 0.248 -0.545
C 0.595 0.354 0.905
C 0.674 -1.073 1.536
N -0.168 -1.992 0.762
C 0.086 -3.421 1.008
H -0.646 0.473 -0.864
H 1.030 0.844 -0.892
H 0.476 -0.745 -0.783
H 1.407 1.010 1.215
H -0.073 0.961 1.550
H 1.665 -1.543 1.511
H 0.329 -0.926 2.557
H -1.143 -1.813 0.984
H 1.141 -3.717 0.954
H -0.485 -3.884 0.179
H -0.193 -3.777 2.000
H -0.521 2.061 -2.379
H 0.736 2.610 -2.769
O 0.380 1.728 -2.585
H -1.945 3.369 0.291
H -1.240 3.919 -0.848
O -1.577 3.064 -0.547
*
```

y:
DFT (the ωB97M-V functional and the def2-TZVPD basis) results for a 3-piece molecular cluster, C3H15N2O2 overall.

The value obtained for the molar mass is 111.165 u. As for the gap between HOMO and LUMO: 0.4225 Ha. The value obtained for the highest occupied orbital energy is -14.6 eV.

Structure (ORCA input):
```
! wB97M-V def2-TZVPD RIJCOSX def2/J DEFGRID3
* xyz 1 1
N 1.020 -0.625 0.429
C -0.063 -0.773 -0.684
C 0.780 -0.859 -1.951
C -0.949 0.463 -0.774
N -0.169 1.696 -0.531
H 0.911 0.357 0.782
H 2.014 -0.800 0.248
H 0.832 -1.242 1.220
H -0.690 -1.668 -0.495
H 1.475 -0.004 -2.125
H 0.146 -0.935 -2.860
H 1.522 -1.636 -2.061
H -1.782 0.474 -1.519
H -1.623 0.419 0.098
H 0.396 1.798 -1.381
H -0.867 2.437 -0.660
H -2.421 -0.946 1.339
H -1.522 -1.820 2.458
O -1.785 -0.979 2.055
H 0.154 1.322 2.140
H 1.536 2.020 1.909
O 1.087 1.303 2.363
*
```

So which one is most stable? That would be w, about 0.0310 hartree below the next structure.

w:
DFT (the ωB97M-V functional and the def2-TZVPD basis) results for a 2-piece molecular cluster, CH6NO overall.

The value obtained for the molar mass is 48.065 u. As for the gap between HOMO and LUMO: 0.3393 Ha. The value obtained for the highest occupied orbital energy is -13.6 eV.

Structure (ORCA input):
```
! wB97M-V def2-TZVPD RIJCOSX def2/J DEFGRID3
* xyz 1 1
N 0.423 2.054 0.718
H 1.417 2.004 0.474
H 0.359 2.163 1.735
H -0.049 2.842 0.276
H 0.013 1.153 0.443
O -0.093 -1.581 -0.419
C -0.561 -2.578 -0.911
H -0.692 -2.601 -2.003
H -0.817 -3.455 -0.313
*
```

x:
DFT (the ωB97M-V functional and the def2-TZVPD basis) results for an isolated ion of composition CH6NO and charge +1.

The value obtained for the molar mass is 48.065 u. As for the gap between HOMO and LUMO: 0.4416 Ha. Its SMILES is [NH3+]CO. The value obtained for the highest occupied orbital energy is -16.2 eV.

Structure (ORCA input):
```
! wB97M-V def2-TZVPD RIJCOSX def2/J DEFGRID3
* xyz 1 1
C -0.393 -0.453 0.154
N 0.886 0.414 -0.072
O -1.439 0.416 -0.077
H -0.245 -1.341 -0.546
H -0.239 -0.934 1.140
H 1.164 0.446 -1.145
H 0.778 1.421 0.235
H 1.873 0.081 0.313
H -2.385 -0.050 -0.003
*
```

So which one is most stable? That would be w, about 0.0115 hartree below the next structure.

w:
DFT (the ωB97M-V functional and the def2-TZVPD basis) results for a 2-piece molecular cluster, C5H14N2O overall.

The value obtained for the molar mass is 118.180 u. As for the gap between HOMO and LUMO (alpha / beta): 0.3286 / 0.1858 Ha. The value obtained for the highest occupied orbital energy (alpha / beta) is -12.5 / -12.5 eV. As for the expectation value of S²: 0.764.

Structure (ORCA input):
```
! wB97M-V def2-TZVPD RIJCOSX def2/J DEFGRID3
* xyz 1 2
C -0.927 0.663 -1.633
C 0.108 1.681 -0.953
C 0.485 1.702 0.555
N 2.059 -1.694 0.959
C 1.294 -0.562 0.628
C 1.448 0.721 1.016
N -1.855 0.372 -0.574
H -0.402 -0.166 -1.920
H -1.481 1.147 -2.520
H -0.408 2.532 -1.215
H 1.033 1.597 -1.394
H 1.060 2.720 0.712
H -0.442 2.021 1.228
H 2.926 -1.581 1.551
H 1.574 -2.556 0.762
H 0.663 -0.754 -0.235
H 2.181 0.797 1.758
H -1.497 0.610 0.431
H -2.827 0.837 -0.787
H -1.362 -4.035 0.433
H -2.004 -2.746 0.233
O -1.626 -3.306 0.965
*
```

x:
DFT (the ωB97M-V functional and the def2-TZVPD basis) results for an isolated ion of composition C5H14N2O and charge +1.

The value obtained for the molar mass is 118.180 u. As for the gap between HOMO and LUMO (alpha / beta): 0.4137 / 0.2221 Ha. The value obtained for the highest occupied orbital energy (alpha / beta) is -13.8 / -13.4 eV. As for the expectation value of S²: 0.756.

Structure (ORCA input):
```
! wB97M-V def2-TZVPD RIJCOSX def2/J DEFGRID3
* xyz 1 2
N -0.209 -2.479 -1.137
C -1.018 -1.523 -1.847
C -1.254 -0.260 -0.866
N -0.080 0.561 -0.834
C 2.106 1.017 0.133
C 0.675 0.507 0.383
C 0.140 1.475 1.532
O -0.542 0.750 2.519
H -0.451 -3.449 -1.022
H 0.777 -2.309 -1.251
H -1.946 -2.096 -1.921
H -0.739 -1.108 -2.810
H -2.074 0.272 -1.350
H -1.323 -0.723 0.109
H -0.192 1.471 -1.264
H 2.799 0.874 0.953
H 2.114 2.087 -0.095
H 2.555 0.498 -0.726
H 0.783 -0.519 0.729
H 0.888 2.088 2.023
H -0.589 2.051 0.966
H -0.188 0.880 3.419
*
```

So which one is most stable? That would be x, about 0.0458 hartree below the next structure.